Entry 1:
Density functional theory data (the ωB97M-V functional and the def2-TZVPD basis) for an isolated molecule of C6H10O at a distorted geometry.

Geometry as XYZ:
```
17
C6H10O (the ωB97M-V functional and the def2-TZVPD basis)
C -2.06 -0.62 -0.76
C -1.31 0.45 -0.07
C 0.92 1.65 0.37
C 0.08 0.73 -0.34
C 0.53 -0.66 0.49
C 2.04 -0.69 0.33
O 2.58 -1.02 -0.70
H -2.01 -1.59 -0.22
H -1.69 -0.80 -1.78
H -3.13 -0.37 -0.83
H -1.74 0.88 0.83
H 1.85 1.97 -0.06
H 0.61 2.05 1.33
H 0.39 0.51 -1.36
H 0.08 -1.55 0.02
H 0.25 -0.58 1.54
H 2.61 -0.35 1.21
```

## Properties
energy relative to the best compared isomer or geometry (same formula, charge and spin) = 4.253 eV
E_LUMO (alpha / beta) = 0.3818 / 0.1652 eV
electronic energy = -8426.988 eV
orbital gap (alpha / beta) = 8.3 / 7.3 eV
total charge = 0
F_max = 2.53 eV/Å
E_HOMO (alpha / beta) = -7.917 / -7.141 eV

Atom charges from the natural (NBO) analysis, given in e for atoms 1 to 8: -0.669 -0.113 -0.371 -0.318 -0.439 0.421 -0.541 0.206


Entry 2:
Density functional theory data (the ωB97M-V functional and the def2-TZVPD basis) for a cluster of 2 separate species, C5H9NO in total at a distorted geometry.

Geometry as XYZ:
```
16
C5H9NO (the ωB97M-V functional and the def2-TZVPD basis)
C -0.10 -2.10 0.06
C -0.20 -0.57 -0.18
C -1.15 0.36 0.39
N -1.19 1.41 -0.59
C -0.54 1.03 -1.65
C 0.39 0.04 -1.24
H -0.34 -2.66 -0.84
H -0.70 -2.44 0.93
H 0.83 -2.50 0.31
H -1.50 0.55 1.44
H -1.98 2.02 -0.56
H -0.91 1.63 -2.52
H 1.33 -0.31 -1.75
H 2.19 0.98 1.90
H 1.62 -0.41 1.75
O 2.17 0.09 2.41
```

## Properties
energy relative to the best compared isomer or geometry (same formula, charge and spin) = 3.056 eV
E_LUMO = 0.8290 eV
electronic energy = -8866.157 eV
orbital gap = 8.8 eV
total charge = 0
SMILES = Cc1cc[nH]c1.O
F_max = 5.34 eV/Å
E_HOMO = -7.926 eV

Atom charges from the natural (NBO) analysis, given in e for atoms 1 to 8: -0.636 -0.086 -0.162 -0.500 -0.026 -0.327 0.223 0.222


Entry 3:
Density functional theory data (the ωB97M-V functional and the def2-TZVPD basis) for a structure of composition C36H34N6O3V.

Geometry as XYZ:
```
80
C36H34N6O3V (the ωB97M-V functional and the def2-TZVPD basis)
V -0.57 -1.39 -0.58
C 0.34 -3.71 -2.08
C 1.42 -2.67 -2.20
C 2.11 -2.56 -3.41
C 3.20 -1.71 -3.51
C 3.61 -0.93 -2.42
C 2.93 -0.97 -1.22
C 3.39 -0.15 -0.05
C 1.82 -1.85 -1.12
N 1.07 -1.93 0.06
C 1.42 -2.29 1.36
O 2.51 -2.62 1.74
C 0.16 -2.20 2.17
C -0.03 -2.53 3.50
C -1.34 -2.50 3.99
C -2.40 -2.17 3.16
C -2.11 -1.85 1.85
N -0.87 -1.85 1.40
C -3.08 -1.58 0.73
O -4.22 -1.25 0.89
N -2.41 -1.69 -0.52
C -3.22 -1.88 -1.71
C -2.89 -1.19 -2.88
C -1.62 -0.40 -3.04
C -3.73 -1.29 -3.98
C -4.87 -2.08 -3.92
C -5.12 -2.83 -2.78
C -4.30 -2.78 -1.67
C -4.58 -3.72 -0.54
H -0.07 -3.97 -3.05
H -0.53 -3.41 -1.47
H 0.72 -4.62 -1.60
H 1.82 -3.16 -4.25
H 3.75 -1.65 -4.44
H 4.47 -0.29 -2.52
H 3.89 0.75 -0.39
H 4.10 -0.73 0.55
H 2.57 0.13 0.61
H 0.81 -2.83 4.11
H -1.52 -2.76 5.03
H -3.43 -2.17 3.50
H -1.70 0.65 -2.78
H -1.24 -0.50 -4.06
H -0.76 -0.82 -2.46
H -3.48 -0.77 -4.89
H -5.53 -2.14 -4.77
H -5.97 -3.50 -2.77
H -4.90 -4.68 -0.95
H -5.38 -3.35 0.11
H -3.71 -3.92 0.09
C 2.26 3.00 5.36
C 2.23 3.54 3.95
C 2.92 2.90 2.92
C 2.93 3.42 1.63
C 2.23 4.59 1.35
N 2.20 5.17 0.06
C 2.26 4.56 -1.17
O 2.69 5.09 -2.16
N 1.80 3.22 -1.24
C 0.71 2.65 -0.64
C -0.23 3.35 0.13
C -1.29 2.67 0.70
C -1.42 1.30 0.50
N -0.53 0.63 -0.24
C 0.49 1.28 -0.80
C 1.54 5.24 2.38
C 1.55 4.72 3.66
H 2.80 2.05 5.40
H 1.26 2.85 5.74
H 2.77 3.70 6.03
H 3.49 2.01 3.13
H 3.52 2.94 0.87
H 2.39 6.16 0.00
H 2.11 2.80 -2.11
H -0.14 4.42 0.27
H -2.03 3.19 1.29
H -2.25 0.76 0.93
H 1.17 0.70 -1.41
H 1.00 6.15 2.17
H 1.03 5.25 4.44
```

## Properties
E_LUMO (alpha / beta) = -8.2840 / -7.2664 eV
electronic energy = -78642.669 eV
orbital gap (alpha / beta) = 4.8 / 5.8 eV
total charge = +2
spin multiplicity = 2
F_max = 0.65 eV/Å
E_HOMO (alpha / beta) = -13.106 / -13.107 eV

Atom charges from the Mulliken analysis, given in e for atoms 1 to 8: -0.621 -1.001 1.540 -1.161 -0.955 -0.888 1.010 -1.732


Entry 4:
Density functional theory data (the ωB97M-V functional and the def2-TZVPD basis) for a cluster of 2 separate species, C5H8O in total.

Geometry as XYZ:
```
14
C5H8O (the ωB97M-V functional and the def2-TZVPD basis)
C -1.66 -0.45 -0.70
C -1.05 -0.89 0.61
O -0.33 -1.86 0.71
C 0.66 1.65 0.45
C 1.45 0.68 0.06
C 2.15 -0.36 -0.30
H -0.89 -0.42 -1.47
H -2.40 -1.19 -1.00
H -2.14 0.53 -0.61
H -1.32 -0.30 1.51
H 1.69 -1.34 -0.21
H -0.02 2.14 -0.24
H 0.64 1.98 1.49
H 3.17 -0.29 -0.68
```

## Properties
energy relative to the best compared isomer or geometry (same formula, charge and spin) = 2.444 eV
E_LUMO = 1.0149 eV
electronic energy = -7359.811 eV
orbital gap = 10.9 eV
total charge = 0
SMILES = C=C=C.CC=O
F_max = 0.53 eV/Å
E_HOMO = -9.842 eV

Atom charges from the natural (NBO) analysis, given in e for atoms 1 to 8: -0.731 0.453 -0.548 -0.527 0.110 -0.502 0.244 0.243


Entry 5:
Density functional theory data (the ωB97M-V functional and the def2-TZVPD basis) for a cluster of 2 separate species, C4H11N2 in total.

Geometry as XYZ:
```
17
C4H11N2 (the ωB97M-V functional and the def2-TZVPD basis)
C -1.17 -0.22 2.35
C -1.21 0.75 1.45
N -0.01 1.43 1.03
H -0.22 -0.63 2.68
H -2.06 -0.68 2.76
H -2.12 1.10 0.99
H 0.72 1.28 1.72
H -0.15 2.43 0.92
C 0.88 -1.04 -1.27
C 0.28 -1.71 -2.23
N 0.93 0.41 -1.21
H 1.37 -1.53 -0.44
H 0.11 -2.77 -2.15
H -0.13 -1.24 -3.12
H 0.38 0.81 -1.96
H 0.51 0.86 -0.17
H 1.89 0.74 -1.34
```

## Properties
energy relative to the best compared isomer or geometry (same formula, charge and spin) = 2.056 eV
E_LUMO = -3.0370 eV
electronic energy = -7298.892 eV
orbital gap = 10.4 eV
total charge = +1
F_max = 0.63 eV/Å
E_HOMO = -13.485 eV

Atom charges from the natural (NBO) analysis, given in e for atoms 1 to 8: -0.394 -0.049 -0.816 0.200 0.240 0.220 0.406 0.413


Entry 6:
Density functional theory data (the ωB97M-V functional and the def2-TZVPD basis) for an isolated molecule of C12H9ClO3S2.

Geometry as XYZ:
```
27
C12H9ClO3S2 (the ωB97M-V functional and the def2-TZVPD basis)
C 2.55 2.11 -4.89
C 1.87 1.26 -3.88
C 0.98 0.25 -4.11
C 0.51 -0.36 -2.93
C 1.06 0.20 -1.80
C 0.83 -0.12 -0.41
O 1.32 0.45 0.54
O -0.01 -1.18 -0.27
C -0.40 -1.45 1.05
C -1.33 -0.34 1.55
O -1.76 0.51 0.81
C -1.67 -0.40 2.97
C -1.31 -1.30 3.94
C -1.85 -1.00 5.20
C -2.63 0.12 5.17
S -2.71 0.84 3.60
Cl -3.46 0.80 6.49
H -1.69 -1.58 6.08
H -0.67 -2.15 3.76
H 0.48 -1.50 1.71
H -0.92 -2.41 1.04
S 2.15 1.49 -2.19
H -0.19 -1.16 -2.89
H 0.66 -0.05 -5.09
H 3.63 2.03 -4.79
H 2.28 3.15 -4.75
H 2.27 1.80 -5.90
```

## Properties
energy relative to the best compared isomer or geometry (same formula, charge and spin) = 0.000 eV
E_LUMO = -0.2199 eV
electronic energy = -52925.386 eV
orbital gap = 8.7 eV
total charge = 0
SMILES = Cc1ccc(C(=O)OCC(=O)c2ccc(Cl)s2)s1
F_max = 0.90 eV/Å
E_HOMO = -8.921 eV

Atom charges from the natural (NBO) analysis, given in e for atoms 1 to 8: -0.643 -0.155 -0.287 -0.161 -0.348 0.771 -0.595 -0.492